# 1
This record from the OMol25 dataset describes C35H47BaBrN4P2 as an isolated structure. The level of theory is wB97M-V/def2-TZVPD.

Properties
HOMO-LUMO gap (alpha / beta) = 6.93 / 6.58 eV
HOMO level (alpha / beta) = -0.488 / -0.485 Eh
LUMO (alpha / beta) = -0.2330 / -0.2431 Ha
energy above the lowest of the compared OMol25 structures with the same formula, charge and spin = 40.9 kcal per mole

```
! RIJCOSX wB97M-V def2-TZVPD def2/J DEFGRID3
* xyz 2 1
N 4.018 -2.349 -2.704
C 3.315 -3.200 -1.948
C 2.058 -3.680 -2.333
C 1.483 -3.199 -3.541
C 2.258 -2.327 -4.330
C 3.531 -1.970 -3.886
C 0.101 -3.453 -3.873
Ba -1.754 -0.267 -0.084
P -2.564 2.898 1.150
C -0.715 -2.514 -4.434
C -1.820 -1.969 -3.665
C -2.363 -0.697 -3.965
C -3.292 -0.101 -3.103
C -3.706 -0.853 -2.017
C -3.244 -2.125 -1.691
C -2.232 -2.655 -2.489
Br -4.856 0.028 -0.522
H -0.307 -4.436 -3.562
H -0.592 -2.116 -5.440
H 1.500 -4.326 -1.655
H 1.862 -1.900 -5.244
H 3.751 -3.500 -0.986
H 4.157 -1.311 -4.489
H -2.022 -0.170 -4.861
H -1.760 -3.595 -2.203
H -3.675 0.919 -3.269
H -3.587 -2.621 -0.787
P 1.115 1.650 -0.912
C -3.336 1.439 1.984
C -4.747 1.528 2.580
H -2.612 0.965 2.684
H -3.602 0.685 1.199
H -5.049 0.523 2.937
H -4.832 2.238 3.406
H -5.479 1.784 1.800
C -3.803 3.417 -0.128
C -4.821 4.463 0.299
H -4.311 2.526 -0.535
H -3.189 3.816 -0.954
H -5.475 4.714 -0.547
H -5.466 4.126 1.120
H -4.320 5.390 0.596
C -2.380 4.240 2.401
C -3.306 4.186 3.601
H -2.463 5.209 1.886
H -1.328 4.163 2.729
H -3.057 4.987 4.299
H -4.350 4.332 3.314
H -3.213 3.245 4.147
C 2.202 2.656 0.186
C 1.480 3.403 1.304
H 2.745 3.366 -0.463
H 2.936 1.957 0.622
H 2.199 4.054 1.820
H 0.662 4.030 0.927
H 1.058 2.721 2.054
C 0.212 3.028 -1.778
C -0.476 2.603 -3.068
H 0.955 3.821 -1.966
H -0.523 3.414 -1.050
H -0.831 3.491 -3.600
H 0.204 2.060 -3.733
H -1.344 1.957 -2.891
C 2.364 1.254 -2.215
C 3.705 0.712 -1.716
H 2.531 2.168 -2.815
H 1.881 0.504 -2.866
H 4.362 0.518 -2.574
H 4.218 1.417 -1.050
H 3.594 -0.243 -1.187
N 5.512 -7.512 5.020
C 4.922 -6.598 4.595
C 4.204 -5.467 4.070
C 3.512 -5.568 2.851
C 2.802 -4.464 2.355
C 2.782 -3.257 3.070
C 3.512 -3.142 4.263
C 4.217 -4.250 4.764
N 2.019 -2.165 2.609
C 1.892 -0.914 3.218
C 0.974 -0.219 2.497
N 0.535 -0.996 1.423
C 1.193 -2.160 1.511
H 3.539 -6.511 2.294
H 2.275 -4.550 1.402
H 3.535 -2.198 4.806
H 4.785 -4.158 5.694
H 2.445 -0.652 4.101
H 0.595 0.773 2.681
H 1.100 -3.020 0.855
*
```

# 2
This record from the OMol25 dataset describes C35H47Br2CsN8OS as an isolated structure. The level of theory is wB97M-V/def2-TZVPD.

Properties
HOMO-LUMO gap = 6.90 eV
HOMO level = -0.255 Eh
LUMO = -0.0014 Ha
energy above the lowest of the compared OMol25 structures with the same formula, charge and spin = 0.0 kcal per mole

```
! RIJCOSX wB97M-V def2-TZVPD def2/J DEFGRID3
* xyz 0 1
Cs 0.026 0.842 -0.924
N -2.861 -0.329 0.600
C -2.217 -0.341 1.825
C -2.553 -1.198 2.880
C -1.843 -1.096 4.058
C -0.834 -0.147 4.181
C -0.601 0.680 3.098
N -1.266 0.591 1.946
C -3.531 -1.345 -0.064
C -3.416 -2.701 0.256
C -4.094 -3.615 -0.523
C -4.861 -3.176 -1.594
C -4.890 -1.816 -1.841
N -4.249 -0.913 -1.103
H -2.909 0.587 0.142
H -3.370 -1.897 2.783
H -2.085 -1.749 4.888
H -0.255 -0.045 5.087
H 0.166 1.446 3.142
H -2.769 -3.035 1.051
H -4.004 -4.672 -0.307
H -5.400 -3.864 -2.228
H -5.454 -1.422 -2.679
C 0.761 4.810 -0.861
C 2.076 4.373 -0.270
C 3.048 5.327 0.092
C 4.239 4.903 0.605
C 4.488 3.524 0.762
C 5.699 2.989 1.267
Br 7.113 4.139 1.800
C 5.872 1.639 1.368
C 4.847 0.770 0.983
Br 5.125 -1.103 1.121
C 3.609 1.191 0.491
O 2.677 0.394 0.150
C 3.451 2.636 0.379
N 2.271 3.083 -0.123
H 0.661 5.894 -0.866
H -0.069 4.393 -0.288
H 0.671 4.459 -1.892
H 2.845 6.382 -0.041
H 5.003 5.613 0.891
H 6.800 1.233 1.745
C 3.550 -4.338 -2.233
C 3.767 -3.670 -3.587
C 3.600 -2.150 -3.596
C 2.227 -1.658 -3.141
N 2.124 -1.635 -1.696
C 1.143 -2.177 -0.951
S -0.261 -2.846 -1.619
N 1.345 -2.051 0.375
C 0.487 -2.562 1.425
C 1.105 -3.752 2.150
C 1.276 -4.976 1.259
C 1.922 -6.142 1.993
H 3.836 -5.390 -2.275
H 2.502 -4.295 -1.931
H 4.146 -3.857 -1.453
H 3.075 -4.103 -4.316
H 4.773 -3.901 -3.947
H 3.772 -1.783 -4.612
H 4.370 -1.687 -2.970
H 1.429 -2.293 -3.523
H 2.055 -0.648 -3.533
H 2.815 -1.089 -1.184
H 2.129 -1.464 0.654
H -0.459 -2.846 0.965
H 0.297 -1.752 2.134
H 0.468 -4.002 3.005
H 2.076 -3.457 2.563
H 1.883 -4.705 0.391
H 0.300 -5.270 0.861
H 2.911 -5.869 2.367
H 2.041 -7.009 1.342
H 1.320 -6.451 2.852
C -2.898 3.048 -1.655
C -3.651 4.390 -1.860
N -4.337 4.769 -0.626
C -3.366 4.797 0.468
C -2.800 3.375 0.714
N -3.251 2.471 -0.352
C -4.718 2.352 -0.277
C -5.358 3.762 -0.328
H -1.817 3.214 -1.672
H -3.143 2.321 -2.432
H -4.398 4.307 -2.651
H -2.961 5.189 -2.139
H -3.859 5.186 1.361
H -2.573 5.499 0.200
H -3.139 2.960 1.665
H -1.708 3.368 0.742
H -4.969 1.829 0.649
H -5.040 1.714 -1.100
H -5.820 4.024 0.626
H -6.133 3.817 -1.094
*
```

# 3
This record from the OMol25 dataset describes a 8-piece molecular cluster, C35H47Br6NO8 overall. The level of theory is wB97M-V/def2-TZVPD.

Properties
HOMO-LUMO gap = 4.04 eV
HOMO level = -0.274 Eh
LUMO = -0.1260 Ha
energy above the lowest of the compared OMol25 structures with the same formula, charge and spin = 63.8 kcal per mole

```
! RIJCOSX wB97M-V def2-TZVPD def2/J DEFGRID3
* xyz 0 1
C -4.347 0.212 0.502
C -4.046 1.717 0.867
C -3.409 1.718 2.340
C -2.646 2.936 2.724
C -1.583 3.236 1.654
C -2.095 3.368 0.160
N -3.099 2.296 -0.227
O -3.370 2.095 -1.509
C -0.835 3.161 -0.757
C -2.685 4.789 -0.042
C -5.353 2.590 0.870
H -4.777 -0.276 1.377
H -3.443 -0.345 0.254
H -5.012 0.116 -0.356
H -2.784 0.834 2.469
H -4.172 1.483 3.083
H -2.377 3.011 3.777
H -3.423 3.696 2.630
H -0.806 2.473 1.710
H -0.944 4.056 1.982
H -0.012 3.865 -0.633
H -0.984 2.969 -1.819
H -0.358 2.228 -0.456
H -3.311 4.958 -0.917
H -1.929 5.574 -0.058
H -3.380 5.137 0.722
H -6.000 2.253 1.680
H -5.947 2.459 -0.035
H -5.147 3.635 1.104
C 1.258 -1.523 -0.176
C -0.097 -0.801 -0.399
O -0.620 -0.220 0.771
H 1.469 -1.999 -1.134
H 1.151 -2.276 0.605
H 2.048 -0.845 0.147
H -0.799 -1.532 -0.801
H -0.212 -0.066 -1.195
Br -0.605 -6.846 2.736
C -0.363 -5.315 1.430
C -0.493 -3.996 2.192
Br 1.086 -3.657 3.396
H -1.256 -5.415 0.814
H 0.515 -5.311 0.783
H -1.295 -3.978 2.929
H -0.619 -3.199 1.460
Br 5.219 -3.882 -0.139
C 4.984 -2.282 -1.277
C 4.866 -1.038 -0.327
Br 4.080 0.405 -1.595
H 4.015 -2.585 -1.674
H 5.702 -2.357 -2.094
H 5.894 -0.724 -0.145
H 4.228 -1.128 0.553
Br 0.101 0.437 6.260
C -0.306 0.068 4.408
C -1.359 -1.059 4.246
Br -3.112 -0.601 5.020
H 0.504 -0.384 3.837
H -0.624 0.956 3.863
H -0.981 -1.991 4.667
H -1.532 -1.181 3.177
C 1.964 0.024 -4.004
C 2.391 -1.316 -4.141
C 3.586 -1.736 -4.843
O 3.889 -2.917 -4.950
C 4.344 -0.640 -5.448
C 3.937 0.678 -5.377
C 2.704 1.129 -4.670
O 2.410 2.270 -4.683
H 1.081 0.300 -3.447
H 1.949 -2.108 -3.555
H 5.161 -0.739 -6.148
H 4.516 1.456 -5.853
C 2.336 2.068 1.762
C 3.184 1.199 2.364
C 4.599 1.497 2.599
O 5.437 0.783 3.170
C 5.062 2.710 1.864
C 4.183 3.617 1.352
C 2.753 3.434 1.258
O 1.894 4.211 0.765
H 1.368 1.637 1.552
H 2.837 0.222 2.665
H 6.113 2.891 1.693
H 4.564 4.468 0.807
C -3.066 -3.866 -1.744
C -1.807 -4.338 -2.061
C -0.949 -3.632 -3.040
O 0.184 -3.994 -3.370
C -1.457 -2.338 -3.359
C -2.681 -1.856 -2.959
C -3.584 -2.584 -2.077
O -4.586 -2.172 -1.575
H -3.686 -4.481 -1.108
H -1.477 -5.296 -1.687
H -0.816 -1.650 -3.891
H -2.907 -0.856 -3.298
*
```

# 4
This record from the OMol25 dataset describes C35H47BrN4P2Pb as an isolated structure. The level of theory is wB97M-V/def2-TZVPD.

Properties
HOMO-LUMO gap (alpha / beta) = 5.21 / 5.34 eV
HOMO level (alpha / beta) = -0.469 / -0.469 Eh
LUMO (alpha / beta) = -0.2779 / -0.2730 Ha
energy above the lowest of the compared OMol25 structures with the same formula, charge and spin = 0.0 kcal per mole

```
! RIJCOSX wB97M-V def2-TZVPD def2/J DEFGRID3
* xyz 2 1
N -4.090 5.293 -4.445
C -3.571 5.794 -3.321
C -2.302 5.434 -2.839
C -1.612 4.375 -3.474
C -2.091 4.008 -4.753
C -3.364 4.421 -5.146
C -0.610 3.542 -2.760
Pb 1.626 2.832 -3.146
P 3.965 1.332 -1.634
C -0.499 2.162 -3.254
C -0.551 0.942 -2.446
C -0.019 -0.230 -3.034
C 0.027 -1.406 -2.359
C -0.476 -1.512 -0.985
C -1.325 -0.374 -0.588
C -1.245 0.832 -1.214
Br 1.128 -1.398 0.197
H -0.443 3.756 -1.685
H -0.704 2.003 -4.326
H -1.900 5.945 -1.965
H -1.541 3.363 -5.428
H -4.177 6.522 -2.772
H -3.818 4.042 -6.063
H 0.456 -0.170 -4.027
H -1.684 1.728 -0.774
H 0.579 -2.240 -2.775
H -1.805 -0.477 0.378
P -1.304 -3.230 -0.729
C 2.848 2.121 -0.370
C 3.254 3.611 -0.326
H 3.030 1.656 0.609
H 1.771 1.990 -0.569
H 2.409 4.233 0.007
H 4.104 3.755 0.365
H 3.587 3.972 -1.320
C 3.213 0.096 -2.782
C 4.243 -0.943 -3.278
H 2.847 0.619 -3.692
H 2.365 -0.398 -2.282
H 3.815 -1.517 -4.110
H 5.158 -0.453 -3.641
H 4.509 -1.659 -2.491
C 4.812 0.152 -0.479
C 6.238 0.538 -0.125
H 4.807 -0.853 -0.916
H 4.218 0.085 0.441
H 6.569 -0.113 0.687
H 6.935 0.402 -0.955
H 6.307 1.576 0.208
C -1.682 -3.824 0.944
C -2.187 -5.279 0.988
H -2.432 -3.168 1.416
H -0.751 -3.747 1.527
H -3.271 -5.342 0.840
H -1.735 -5.922 0.226
H -1.972 -5.718 1.968
C -0.072 -4.372 -1.397
C -0.268 -4.801 -2.844
H -0.068 -5.239 -0.726
H 0.888 -3.860 -1.259
H -1.172 -5.407 -2.964
H -0.317 -3.953 -3.536
H 0.586 -5.423 -3.131
C -2.853 -3.323 -1.681
C -4.063 -2.635 -1.023
H -3.052 -4.394 -1.857
H -2.649 -2.862 -2.658
H -4.875 -2.561 -1.766
H -4.432 -3.226 -0.167
H -3.822 -1.615 -0.674
N 1.578 0.736 10.638
C 1.093 0.699 9.572
C 0.486 0.648 8.265
C -0.912 0.604 8.168
C -1.539 0.565 6.915
C -0.761 0.538 5.750
C 0.639 0.562 5.837
C 1.255 0.620 7.092
N -1.404 0.475 4.509
C -2.784 0.427 4.284
C -2.950 0.362 2.926
N -1.712 0.355 2.323
C -0.797 0.427 3.267
H -1.528 0.587 9.069
H -2.630 0.546 6.832
H 1.255 0.528 4.943
H 2.342 0.632 7.175
H -3.526 0.423 5.055
H -3.874 0.326 2.373
H 0.276 0.448 3.166
*
```

# 5
This record from the OMol25 dataset describes a 9-piece molecular cluster, C35H47F24NO17 overall. The level of theory is wB97M-V/def2-TZVPD.

Properties
HOMO-LUMO gap = 10.05 eV
SMILES = CCOC(=O)C(F)(F)F.CCOC(=O)C(F)(F)F.CCOC(=O)C(F)(F)F.CCOC(=O)C(F)(F)F.CCOC(=O)C(F)(F)F.CCOC(=O)C(F)(F)F.CCOC(=O)C(F)(F)F.CCOC(=O)C(F)(F)F.CN(C)C=O
HOMO level = -0.367 Eh
LUMO = 0.0026 Ha
energy above the lowest of the compared OMol25 structures with the same formula, charge and spin = 0.0 kcal per mole

```
! RIJCOSX wB97M-V def2-TZVPD def2/J DEFGRID3
* xyz 0 1
C 6.152 1.765 -2.288
O 4.999 1.407 -2.332
N 6.647 2.873 -2.891
C 8.053 3.134 -2.936
C 5.783 3.772 -3.631
H 6.931 1.268 -1.686
H 8.352 3.967 -2.295
H 8.421 3.341 -3.946
H 8.629 2.252 -2.646
H 4.775 3.364 -3.669
H 5.674 4.720 -3.100
H 6.144 3.835 -4.656
C 1.975 -2.957 3.193
C 2.858 -4.087 3.720
O 2.088 -4.876 4.616
C 2.470 -6.132 4.772
O 3.469 -6.626 4.352
C 1.464 -6.961 5.599
F 2.112 -7.579 6.595
F 0.485 -6.232 6.127
F 0.922 -7.886 4.809
H 2.616 -2.299 2.605
H 1.500 -2.365 3.972
H 1.241 -3.398 2.521
H 3.736 -3.671 4.216
H 3.229 -4.624 2.847
C 2.415 4.391 -8.276
C 3.092 5.106 -7.120
O 2.791 4.427 -5.890
C 1.881 4.979 -5.109
O 1.392 6.059 -5.226
C 1.537 4.075 -3.920
F 1.669 4.797 -2.796
F 0.269 3.668 -3.990
F 2.331 3.013 -3.812
H 2.677 4.838 -9.231
H 1.324 4.476 -8.189
H 2.593 3.319 -8.207
H 2.879 6.168 -7.052
H 4.169 5.008 -7.280
C -2.361 0.571 6.271
C -3.069 0.382 7.591
O -4.472 0.235 7.270
C -5.243 -0.107 8.279
O -4.914 -0.157 9.417
C -6.715 -0.319 7.880
F -7.482 0.518 8.584
F -6.987 -0.161 6.588
F -7.065 -1.571 8.220
H -2.697 1.506 5.819
H -2.661 -0.233 5.601
H -1.282 0.529 6.375
H -2.956 1.241 8.248
H -2.749 -0.542 8.070
C 3.560 4.559 0.092
C 2.695 5.670 0.711
O 1.867 6.272 -0.285
C 2.215 7.452 -0.773
O 3.100 8.137 -0.374
C 1.241 7.941 -1.871
F 0.740 9.125 -1.493
F 1.911 8.144 -3.010
F 0.237 7.107 -2.077
H 4.470 4.424 0.673
H 3.757 4.748 -0.960
H 3.034 3.602 0.149
H 3.364 6.386 1.180
H 2.005 5.239 1.430
C 1.543 0.341 -1.926
C 1.123 1.133 -0.711
O -0.058 0.630 -0.038
C -0.043 -0.573 0.459
O 0.820 -1.390 0.401
C -1.327 -0.896 1.255
F -0.993 -1.496 2.390
F -2.046 0.194 1.550
F -2.086 -1.717 0.521
H 2.339 0.903 -2.412
H 0.707 0.204 -2.611
H 1.924 -0.618 -1.591
H 0.876 2.164 -0.964
H 1.924 1.218 0.028
C -3.846 -1.380 -3.494
C -2.449 -1.427 -2.919
O -1.612 -2.384 -3.609
C -1.240 -2.137 -4.834
O -1.427 -1.141 -5.465
C -0.426 -3.289 -5.460
F -0.210 -4.291 -4.595
F -1.114 -3.794 -6.495
F 0.745 -2.835 -5.880
H -4.351 -2.330 -3.325
H -3.832 -1.209 -4.568
H -4.374 -0.570 -2.992
H -2.456 -1.816 -1.903
H -1.964 -0.450 -2.903
C -4.607 -1.671 2.379
C -5.261 -0.358 2.718
O -6.572 -0.379 2.124
C -7.574 -0.914 2.794
O -7.656 -1.191 3.956
C -8.778 -1.129 1.856
F -8.900 -0.129 0.979
F -8.632 -2.274 1.166
F -9.895 -1.222 2.563
H -4.599 -1.861 1.303
H -5.209 -2.495 2.767
H -3.569 -1.728 2.687
H -4.751 0.470 2.229
H -5.299 -0.145 3.784
C 1.399 -4.217 -1.821
C 0.027 -4.752 -1.489
O 0.124 -5.732 -0.432
C -0.963 -5.971 0.266
O -2.005 -5.406 0.191
C -0.746 -7.126 1.262
F 0.535 -7.454 1.418
F -1.258 -6.845 2.454
F -1.385 -8.203 0.757
H 2.098 -5.025 -2.039
H 1.804 -3.624 -1.001
H 1.292 -3.557 -2.680
H -0.461 -5.198 -2.353
H -0.585 -3.925 -1.123
*
```